Below is a structure of composition C30H79HgO28S9 at a distorted geometry, with properties calculated with ωB97M-V/def2-TZVPD.

XYZ file:
```
147
Properties=species:S:1:pos:R:3:forces:R:3:mulliken_charge:R:1
H 5.783 1.942 -1.269 -0.2 -0.3 0.7 0.259
C -4.230 -2.479 -4.194 1.3 1.3 -0.3 -1.181
H 1.997 5.159 -0.169 0.2 -0.2 0.1 0.603
H -1.214 -2.935 -3.681 -0.2 0.3 0.3 -0.377
H 0.085 5.958 2.332 0.4 0.0 1.0 0.227
O 3.609 -0.903 -3.096 -0.8 -1.5 1.4 -0.465
C 5.742 2.944 -0.844 0.5 0.3 -1.2 -1.262
H 3.466 1.533 4.671 -0.1 0.5 0.0 0.342
H 4.297 4.546 -0.711 -0.4 0.0 -0.1 0.390
H 1.144 1.802 -4.121 -0.6 0.0 0.4 0.233
H -4.623 -1.585 4.284 0.4 0.6 0.4 0.535
H 0.772 -3.675 -5.250 -0.4 -0.1 0.0 0.349
H -1.885 -3.879 2.267 0.0 0.3 -0.4 -0.184
H -3.986 1.876 -0.677 -0.2 0.2 -0.3 0.170
H -2.676 5.008 3.108 -0.2 -0.2 -0.3 0.210
O -0.332 0.051 -2.344 -0.5 0.1 -1.3 -1.445
H 2.301 4.099 1.318 0.1 0.0 -0.3 0.299
O -0.678 1.542 1.461 -1.0 1.7 1.7 -0.558
C -1.667 8.125 -0.669 0.2 -1.1 -0.3 -1.193
H -1.913 -5.190 -0.248 -0.2 0.4 0.3 0.190
S -2.003 4.404 -1.866 1.2 -0.1 1.1 0.884
H -1.613 5.340 -3.975 0.2 -0.1 -0.1 0.512
H 2.387 -3.352 -3.203 0.0 0.0 0.0 0.026
O -3.591 -0.655 2.728 4.5 -0.7 -0.7 0.275
H 0.033 -7.491 2.960 0.0 -0.1 0.2 0.320
C -1.954 7.051 -1.730 -0.5 0.0 1.2 -0.291
O 4.536 -1.778 -0.937 -1.3 0.9 0.2 -0.798
C 0.842 -4.797 0.345 0.7 -1.4 0.5 -0.652
H -5.159 -1.917 2.711 -0.2 -0.1 -0.4 0.275
H 0.657 4.332 0.668 -0.1 0.0 0.0 -0.028
H 6.109 3.013 0.180 -0.3 -0.2 0.0 0.280
H 4.779 3.061 3.103 -0.3 -0.1 0.0 0.253
H 1.053 2.463 3.471 -0.1 0.2 0.1 -0.007
H -0.957 3.652 -3.884 -0.5 0.0 0.0 0.020
C 3.821 0.502 -2.990 1.0 0.8 0.3 0.432
O -1.497 3.272 -1.099 -0.3 1.8 -0.8 -0.245
H -5.951 0.441 2.329 0.5 0.1 0.0 0.189
C 1.717 4.283 0.416 -1.0 -1.5 -0.7 -0.869
H 1.805 -4.324 0.540 -0.2 0.9 0.0 -0.107
C -0.080 -4.079 -0.598 1.3 1.6 0.0 1.483
C -4.543 1.149 -1.268 0.1 -1.5 1.1 -1.217
C 4.151 -1.429 1.957 -1.9 -0.5 0.2 -0.928
C -2.742 -3.207 2.233 0.2 1.4 0.6 -0.275
H 2.479 -4.967 2.872 -0.6 -0.2 -0.1 0.415
C -1.065 4.611 -3.378 -0.1 -0.5 0.1 -0.785
O 1.298 1.532 -0.274 1.6 3.0 -0.9 -0.416
H 4.643 0.686 -2.298 -0.1 -0.2 0.3 0.258
H 0.221 -2.248 -6.192 0.6 0.1 0.0 0.393
H -3.538 -3.624 2.850 -0.1 0.2 -0.1 0.618
H -1.422 7.233 -2.664 -0.1 0.0 0.0 0.290
H -0.952 -3.399 -5.880 0.3 -0.8 0.0 0.372
H -1.122 -7.456 4.354 0.3 0.0 0.0 0.409
H 5.585 1.617 2.481 0.0 0.1 -0.2 0.218
S -2.218 -1.626 2.971 -1.8 -0.9 2.3 0.719
H 4.115 3.424 -2.168 0.5 1.1 -0.3 0.196
H 0.135 1.317 -5.577 -0.1 0.5 0.2 0.537
H 4.664 2.041 -4.260 -0.5 0.0 -0.4 0.359
H -0.201 2.789 4.778 0.1 -0.2 -0.1 0.567
O 1.217 -6.317 5.190 -0.9 2.0 -1.0 -0.672
O 0.018 -4.077 5.499 1.5 -2.3 -2.5 -0.558
O -4.832 -1.316 -0.132 0.9 0.4 0.5 -0.774
O 1.976 -1.245 -1.100 4.2 -1.1 -1.6 -1.124
C 5.125 2.060 3.364 0.3 -0.2 -0.6 -1.111
S 0.618 -5.104 4.611 0.4 0.3 1.7 1.071
H -1.506 4.531 4.210 0.9 0.0 0.0 0.463
H 3.547 0.743 -5.066 0.2 0.8 -0.5 0.326
O -2.086 -1.833 4.436 0.2 1.0 -3.3 -0.669
H -2.867 -6.380 2.729 0.1 -0.1 0.2 0.238
H -3.807 -1.737 -4.871 -0.2 -0.2 -0.6 0.272
C 0.112 2.170 3.938 -0.7 0.0 -1.2 -0.895
C -2.041 -7.013 2.405 1.2 0.0 0.2 -0.753
O -2.472 1.994 3.258 1.9 0.1 -1.1 -0.660
H -1.855 -4.418 -1.813 0.0 0.0 -0.1 -0.146
S 2.619 -0.805 2.707 0.2 1.3 -0.5 0.669
H 0.165 1.107 4.173 -0.2 0.0 0.2 0.383
C -4.737 -1.110 3.309 -2.8 -0.9 0.1 -0.478
H 1.133 0.160 -4.833 0.3 -0.1 0.3 0.292
C -0.049 -2.982 -5.433 -1.2 1.8 -0.3 -1.419
O -3.479 -1.171 -2.259 1.4 1.3 2.2 0.242
H -3.030 6.939 -1.862 0.1 0.1 -0.4 0.369
H -1.091 6.985 3.309 0.2 -0.2 0.0 0.481
O -1.901 1.408 -3.739 0.7 -2.0 -0.3 -0.717
H 2.846 -4.160 -1.711 0.1 0.4 0.3 0.256
H -2.149 7.845 0.267 -0.2 0.1 -0.1 0.254
H -2.011 9.116 -0.965 0.3 -0.1 -0.1 0.407
H 4.792 -1.632 2.815 0.5 0.8 -0.4 0.558
H 0.417 -5.037 1.320 -0.3 0.1 -0.1 -0.512
C 0.531 1.039 -4.600 -0.3 -1.5 -1.1 -1.178
C -0.834 -7.003 3.405 -1.5 -0.3 -0.7 -0.348
H -2.417 -8.017 2.207 0.1 0.0 0.2 0.445
H -5.580 1.014 -0.961 0.0 0.4 0.2 0.575
H 4.321 -0.723 1.143 0.8 -0.1 0.5 0.030
S -3.810 -0.495 -0.715 1.8 1.0 -3.1 0.996
S 3.289 -1.704 -1.671 -1.0 -1.3 -1.5 0.725
C 4.360 3.534 -1.112 1.8 -0.3 -1.1 -0.180
C 3.164 -3.416 -2.442 -0.9 1.1 0.0 -0.777
O 3.152 0.805 2.841 -2.3 -2.4 -2.0 0.029
H -1.013 -5.944 -1.449 0.6 0.2 -0.3 0.517
H 0.318 -2.223 -3.459 -0.1 1.3 0.2 -0.654
H 2.640 -3.658 4.016 -0.5 -0.3 0.6 0.670
O -1.178 -1.057 2.142 -0.8 -0.1 1.5 -0.650
O 2.448 -1.391 4.014 0.0 1.0 -1.1 -0.718
O 1.661 3.277 -2.133 0.3 -1.2 3.2 -0.850
H 3.955 -2.402 1.508 -0.3 0.0 0.0 0.355
H 5.202 0.392 -4.570 0.0 0.1 -0.2 0.417
H -4.522 1.309 -2.346 0.6 -0.2 0.2 0.303
H 1.282 -3.553 2.889 0.2 -0.2 -0.3 -0.246
C -1.248 -4.947 -1.077 -0.7 0.3 0.7 -1.298
H -5.007 -2.430 -2.275 -0.9 0.5 0.1 0.287
C -5.705 0.069 3.324 0.0 -0.7 0.6 -1.311
H 6.479 3.414 -1.496 0.0 0.6 0.2 0.413
O -1.209 3.881 2.216 0.9 -3.1 -0.4 0.008
C -1.602 4.836 3.168 -1.1 1.2 0.3 -0.199
O -2.468 -0.224 -0.132 -3.4 -0.8 -1.2 -0.605
H 1.211 -5.730 -0.080 -0.4 -0.6 -0.2 0.553
C -0.939 6.110 2.676 -0.1 0.0 -0.7 -1.100
H -3.058 -2.837 1.257 0.0 -0.8 -0.2 -0.018
C -4.589 -1.675 -2.941 -1.0 -2.1 -0.1 -0.267
O 3.498 2.617 -0.547 -3.0 -1.7 1.8 0.508
H 4.485 0.271 4.363 0.1 -0.6 -0.6 0.363
C 1.911 -4.241 3.454 -1.3 -0.6 1.0 -0.710
H 5.957 2.196 4.055 -0.3 -0.2 0.4 0.445
O -0.376 -2.822 -0.015 -1.1 0.0 0.1 -0.703
O -1.482 5.799 -1.132 -0.4 -1.3 -0.5 0.015
Hg -0.101 -0.529 0.006 -0.6 -1.7 -0.1 8.008
S -1.179 2.257 2.636 -0.7 0.6 0.3 0.652
H -5.261 -0.869 -3.236 -0.3 -0.1 0.3 0.300
H -0.055 4.914 -3.104 -0.2 0.2 0.1 0.258
O 1.504 -0.725 1.761 2.3 -0.1 1.9 -1.611
H -1.375 6.300 1.695 -0.5 0.3 0.1 0.102
H -6.658 -0.280 3.722 0.0 0.1 0.3 0.403
S 1.889 2.805 -0.728 0.1 0.3 -1.4 0.347
S -0.856 0.401 -3.658 0.0 0.1 0.8 1.192
H -5.246 0.807 3.981 -0.4 0.4 -0.2 0.322
O -1.300 -1.034 -4.432 1.4 2.2 0.9 -0.347
H -5.074 -2.995 -4.651 -0.1 0.2 0.2 0.443
H 2.922 0.943 -2.557 -0.1 0.3 -0.5 -0.116
O -0.575 -5.606 3.583 1.3 1.4 0.8 -0.259
O -3.417 4.506 -2.073 0.3 0.0 -0.2 -0.756
H -3.400 -3.173 -4.061 -0.3 -0.3 0.5 0.128
H 0.581 -3.895 -1.445 0.0 0.0 -0.9 -0.760
C -0.521 -2.240 -4.155 0.0 -1.9 -0.1 1.470
H -1.644 -6.610 1.474 -0.2 0.0 -0.1 -0.008
C 4.329 1.008 -4.355 -0.6 -1.3 1.2 -1.553
C 4.031 1.113 3.839 1.5 1.0 2.9 -0.410
H -0.597 8.037 -0.484 0.1 0.7 0.0 0.295
H 4.095 -3.732 -2.913 0.1 0.6 0.3 0.439
```
Positions in Å, forces in eV/Å.

Summary:
ΔE to the lowest compared entry with this formula, charge and spin = 209.3 kJ/mol
frontier orbital gap = 7.68 eV
charge = +1